1.
Below is one molecule with the formula C3H12N4, with properties calculated with wB97M-V/def2-TZVPD.

Calculated values
Energy relative to the best compared isomer or geometry (same formula, charge and spin): 4.912 eV
Electronic energy: -9261.39271 eV
E_LUMO: 0.88 eV
Net charge: 0
Orbital gap: 6.5 eV

```
19
C3H12N4 | the Open Molecules 2025 dataset | wB97M-V/def2-TZVPD
N 0.67062 1.53133 -0.64744
H 2.46240 0.57076 -0.89320
C 1.48849 0.47516 -0.39651
H -1.68549 0.23641 -1.10031
C -1.27196 -0.69070 -0.72596
C -1.57855 -0.98232 0.71758
H -1.52406 -0.07570 1.31689
H -2.58351 -1.40850 0.81418
H 2.52740 0.17301 1.36158
H -1.59146 -1.52226 -1.35814
H 0.87807 -0.09203 1.48056
N 0.18012 2.22888 0.46432
H 0.93987 -1.67173 -0.88240
N 0.48370 -0.81743 -1.18625
H -0.89774 -1.72538 1.13608
H 0.52429 -0.73064 -2.19596
H -0.37414 1.62751 1.08121
H -0.34437 3.02542 0.12601
N 1.69632 -0.15180 0.88777
```

2.
Below is a 2-piece molecular cluster, H8N4OSi overall, with properties calculated with wB97M-V/def2-TZVPD.

Calculated values
Energy relative to the best compared isomer or geometry (same formula, charge and spin): 1.129 eV
Structure (SMILES): [NH3+][SiH2][O-].[H]/N=N\N
Electronic energy: -16013.43238 eV
E_LUMO: 0.68 eV
Net charge: 0
Orbital gap: 10.1 eV

```
14
H8N4OSi | the Open Molecules 2025 dataset | wB97M-V/def2-TZVPD
H -0.16264 1.92569 1.13862
N 0.08535 0.88642 1.31540
H 0.56956 0.43265 0.50573
H -2.50325 0.19292 2.03210
O -1.54967 -0.72853 -0.14058
H 2.49425 -0.54783 -2.00866
H -0.89217 -1.52560 2.24259
Si -1.40611 -0.51346 1.36937
H 0.31360 -0.54382 -2.89910
N 1.00312 0.23978 -1.07845
N 0.09933 0.01519 -2.03191
H -0.70926 -0.29581 -1.37789
H 0.51225 0.56550 2.09896
N 2.14564 -0.10311 -1.16617
```

3.
Below is C23H20AuN3O2 as an isolated structure, with properties calculated with wB97M-V/def2-TZVPD.

Calculated values
Energy relative to the best compared isomer or geometry (same formula, charge and spin): 0.049 eV
Electronic energy: -36429.08531 eV
2S+1: 3
E_LUMO (alpha / beta): 0.04 / -1.46 eV
Net charge: 0
Orbital gap (alpha / beta): 5.7 / 6.8 eV

```
49
C23H20AuN3O2 | the Open Molecules 2025 dataset | wB97M-V/def2-TZVPD
N -0.79565 1.18842 1.25157
H -2.98206 2.34522 -1.85459
C 1.53006 -1.37077 -4.69924
C 0.31713 -1.81009 -0.11163
C -5.58156 2.05312 0.31657
C -4.85488 1.72773 1.45810
C 0.38504 -2.56350 -1.28929
C -0.09020 -3.88921 -1.30673
O 3.16272 1.14802 0.10414
C -0.77496 -3.62191 0.96683
C 2.28926 -0.27282 -4.27749
H 2.79109 0.34393 -5.03330
C 0.90213 -2.19128 -3.77413
C -1.26355 1.74501 0.09133
H -1.34244 -4.02669 1.81156
H 2.89547 0.86095 -2.50398
H -2.86528 1.49226 2.34609
C -2.74953 1.92117 0.23681
H 1.02991 2.32454 4.15892
H 1.36065 -1.54546 -5.77472
H 0.06722 -4.54375 -2.15011
C -4.90780 2.23282 -0.88390
N 1.76688 -0.79608 -2.05285
C -0.73800 -4.37614 -0.17473
C -3.50999 2.19471 -0.91230
H -5.48788 2.41237 -1.78057
C 2.37922 0.00579 -2.93270
H 5.42075 1.65414 0.81798
C 0.47870 1.48782 3.65544
N 0.49187 1.01356 1.23800
C 4.89798 1.34275 1.73730
H -6.67352 2.12519 0.37075
H -1.19053 -5.36719 -0.18484
Au 1.30270 -0.06306 -0.21841
H 5.39890 0.44724 2.14533
H 0.33779 -3.08386 -4.11951
H -0.50685 1.79401 3.35430
O -0.56446 2.00796 -0.90550
C -0.13826 -2.40555 1.06773
C -3.44871 1.68123 1.43206
C 1.00330 -1.87770 -2.42373
H -0.06894 -1.90614 2.02305
H 4.92859 2.07322 2.54225
H 0.43530 0.68154 4.38307
C 3.49178 1.08264 1.31827
H -5.40573 1.46752 2.34493
C 2.59596 0.95738 2.41199
C 1.20611 1.09815 2.42058
H 3.07428 0.80076 3.35929
```

4.
Below is C33H23N5PRuS2 as an isolated structure, with properties calculated with wB97M-V/def2-TZVPD.

Calculated values
Energy relative to the best compared isomer or geometry (same formula, charge and spin): 0.000 eV
Electronic energy: -75581.54465 eV
2S+1: 6
E_LUMO (alpha / beta): -0.36 / -2.48 eV
Net charge: 0
Orbital gap (alpha / beta): 5.1 / 5.5 eV

```
65
C33H23N5PRuS2 | the Open Molecules 2025 dataset | wB97M-V/def2-TZVPD
S -1.36279 0.97002 -0.85786
H 3.06709 -3.10137 -2.02354
C 3.36944 3.82262 -0.44950
H -2.36879 -2.75647 0.45554
C 2.01810 -5.04416 0.49828
C -4.37515 5.18419 -1.20608
C 2.33328 -2.89232 -3.98867
H 2.96462 -3.68469 -4.38856
H 2.93517 -3.70745 3.47222
C 2.37296 -2.54871 -2.63787
C 1.97563 -2.61634 0.40222
N -5.06730 5.84313 -1.88998
N -7.44886 -1.39616 2.17966
C -1.90461 2.50559 -0.26590
H -0.23256 -2.11675 1.42788
C -2.05350 -1.11918 1.83083
H -2.18731 0.61856 3.22849
H 3.36205 4.89936 -0.36253
N -3.61514 7.19336 1.77838
H -3.25542 2.91967 -1.88354
C -1.39663 2.98989 1.01006
C 2.73575 -3.75821 2.41426
C -6.27800 -1.28241 2.15671
C -4.10734 -0.30719 2.83162
H 1.84374 -5.99018 0.01235
H 0.13290 -0.56578 -5.15312
C 4.54954 3.06140 -0.66702
C 2.51008 -2.55709 1.69166
H 0.11557 0.00655 -2.76557
C -2.87065 -2.08198 1.11910
C -4.86624 -1.30393 2.19261
C 2.57578 -4.99165 1.75850
H 1.22632 3.69333 -0.31619
H 5.42782 1.14872 -0.78347
C 3.27043 1.10818 -0.31012
H -4.66926 0.40427 3.46769
C 4.53328 1.69804 -0.63967
H -4.78367 -2.91914 0.72853
H 1.44005 -2.60853 -5.90804
C 0.76112 -1.13012 -4.44627
P 1.65148 -1.04146 -0.42264
C -3.28553 6.17616 1.31025
C -0.58255 -1.12661 1.70988
S -0.33144 2.09819 2.09903
C 1.50190 -2.23268 -4.87633
H 2.87262 -5.90937 2.26429
C 1.64280 -3.88709 -0.15457
C 2.14761 3.12781 -0.32547
C -3.35448 4.49171 -0.41498
N 2.09648 1.78658 -0.10839
C -4.24673 -2.18276 1.31958
H -1.52845 4.57319 2.49478
H 5.51733 3.55947 -0.69625
H 3.97614 -0.80809 -0.65816
C 0.71305 -0.80879 -3.09668
C -2.87783 3.32230 -0.93384
C -1.86956 4.18875 1.50303
H 2.74892 -1.62580 2.15867
N 3.18902 -0.27841 -0.29010
C 1.50946 -1.52593 -2.20003
H 0.06043 -0.78905 2.55999
C -2.73342 -0.21601 2.69974
C -2.86956 4.95042 0.81935
H 1.03011 -3.88361 -1.04717
Ru 0.34469 0.45399 0.57289
```

What is the net charge in the third record?
0